A structure of composition C37H33GeLuN4O5S at a distorted geometry. Source: the OMol25 dataset; level of theory: ωB97M-V/def2-TZVPD.

Net charge   -2
Gap between HOMO and LUMO (spin up / spin down)   5.20 / 4.86 eV
Calculated total energy   -156076.028 eV
LUMO energy (spin up / spin down)   4.53 / 4.53 eV
HOMO level (spin up / spin down)   -0.666 / -0.335 eV

```
82
C37H33GeLuN4O5S (ωB97M-V/def2-TZVPD)
Lu 2.0297 -0.5503 0.5742
Ge 0.1450 1.7140 0.2227
S 0.0488 -0.0665 2.5607
O 4.6561 -2.9525 2.8830
O 5.3729 2.0322 -0.6696
O 3.0288 -1.5850 2.1614
O 3.4912 1.0721 0.1024
O 1.8419 -2.1675 -0.7577
N 4.4104 -1.3604 -0.2621
N -0.4714 -3.5671 -0.1630
N -0.1884 -1.1313 1.2731
N -2.2733 -1.6043 2.4227
C 2.8156 2.3595 -3.7303
C -0.6093 3.5368 0.6121
C 4.1956 -2.1088 2.1226
C 1.0045 1.1842 1.9476
C 2.4080 3.4625 -2.9956
C -1.2820 -1.9610 1.4322
C 2.8005 -3.1662 -0.6645
C -3.6254 -0.3012 -0.6912
C -1.7843 6.0174 1.1750
C -1.2980 4.2441 -0.3727
C -0.5318 4.0880 1.8875
C -1.4796 -3.0961 0.7191
C -4.5241 -0.8566 2.7782
C 4.6184 1.0814 -0.4892
C -3.9600 1.6558 1.6530
C -2.6517 -3.9443 0.8038
C -3.5481 -0.4873 -2.0592
C 1.6911 0.9306 -2.1648
C -1.1170 5.3160 2.1704
C -2.4649 0.0364 -2.7430
C 4.1930 -2.6121 -0.9883
C -1.4696 -5.7132 -0.3582
C 1.6338 3.2975 -1.8540
C 5.1174 -1.5626 1.0011
C 2.4543 1.0865 -3.3101
C -1.4963 0.8563 -0.6546
C -0.4480 -4.8511 -0.5781
C -5.4903 0.1645 2.7883
C -1.8723 5.4786 -0.1023
C -2.6477 -5.1984 0.3101
C 5.0313 -0.3041 -1.0524
C -2.6269 0.3682 0.0169
C 1.2543 2.0327 -1.4230
C -5.1586 1.4250 2.2454
C -3.2857 -0.6761 2.2169
C -2.9133 0.5944 1.4998
C -1.4672 0.7001 -2.0440
H -2.3961 6.0201 -0.8833
H -6.4576 -0.0067 3.2420
H -0.0002 3.5306 2.6531
H -1.4204 -6.7393 -0.6920
H 2.5977 -3.9809 -1.3837
H -4.3295 -1.0248 -2.5842
H -1.9758 0.9395 1.9635
H 5.9702 -2.2420 0.8889
H 4.2258 -2.4051 -2.0598
H -2.5978 -2.4112 2.9360
H -1.3901 3.8080 -1.3637
H 2.8172 -3.6230 0.3387
H 2.7725 0.2161 -3.8738
H 6.1243 -0.3840 -1.0894
H 4.6451 -0.3389 -2.0726
H -3.5439 -3.5474 1.2739
H 1.3178 4.1655 -1.2870
H -4.7409 -1.8082 3.2574
H 0.3319 -2.9528 -0.3450
H -3.5283 -5.8265 0.3839
H 4.9645 -3.3600 -0.7566
H -0.6396 1.1074 -2.6066
H -4.4830 -0.6758 -0.1413
H -2.2381 6.9784 1.3916
H 2.7008 4.4575 -3.3115
H 0.4367 -5.1435 -1.1309
H -1.0552 5.7311 3.1708
H 1.4007 -0.0762 -1.8629
H 3.4204 2.4879 -4.6203
H -2.3819 -0.0773 -3.8186
H 5.4836 -0.5967 1.3576
H -5.8802 2.2334 2.3147
H -3.7084 2.6343 1.2586
```